Run P
Molecular formula: C5H14
Method: DFT, the ωB97M-V functional and the def2-TZVPD basis

## Properties
spin multiplicity = 2
E_HOMO (alpha / beta) = 1.47 / -7.54 eV
gap between HOMO and LUMO (alpha / beta) = 2.65 / 11.76 eV
expectation value of S² = 0.7502
LUMO (alpha / beta) = 4.1 / 4.2 eV
charge = -1

Last columns: bonded neighbours and bond lengths (Å).
Atoms and positions in Å:
1 C 1.17 -0.56 3.24  C2 1.516, H3 1.090, H4 1.092, H5 1.100
2 C 0.49 0.22 2.13  C1 1.516, H6 1.113, H7 1.093, H8 1.094
3 H 0.50 -0.74 4.08  C1 1.090
4 H 1.65 -1.49 2.94  C1 1.092
5 H 2.02 -0.07 3.74  C1 1.100
6 H -0.45 -0.29 1.84  C2 1.113
7 H 0.24 1.23 2.47  C2 1.093
8 H 1.08 0.24 1.20  C2 1.094
9 C -0.27 0.03 -1.44  C10 1.522, C11 1.497, H12 1.096, H13 1.086
10 C -0.59 1.44 -1.90  C9 1.522, H14 1.093, H16 1.090, H17 1.101
11 C -0.86 -1.09 -2.23  C9 1.497, H15 1.095, H18 1.111, H19 1.094
12 H 0.82 -0.04 -1.34  C9 1.096
13 H -0.56 -0.11 -0.40  C9 1.086
14 H -1.65 1.67 -2.07  C10 1.093
15 H -0.26 -1.49 -3.06  C11 1.095
16 H -0.08 1.67 -2.83  C10 1.090
17 H -0.21 2.14 -1.14  C10 1.101
18 H -0.92 -1.96 -1.54  C11 1.111
19 H -1.89 -1.07 -2.59  C11 1.094

Here are the Löwdin charges for atoms 1 to 2, given in e: -0.3422, -0.3762


Run Q
Molecular formula: C5H14
Method: DFT, the ωB97M-V functional and the def2-TZVPD basis

## Properties
spin multiplicity = 2
E_HOMO (alpha / beta) = 1.54 / -7.66 eV
gap between HOMO and LUMO (alpha / beta) = 2.73 / 12.02 eV
expectation value of S² = 0.7503
LUMO (alpha / beta) = 4.3 / 4.4 eV
charge = -1

Last columns: bonded neighbours and bond lengths (Å).
Atoms and positions in Å:
1 C -2.76 -0.71 -0.41  C2 1.537, H3 1.087, H4 1.092, H5 1.084
2 C -2.94 0.78 -0.10  C1 1.537, H6 1.089, H7 1.091, H8 1.090
3 H -3.43 -1.28 0.24  C1 1.087
4 H -2.95 -0.87 -1.47  C1 1.092
5 H -1.75 -1.03 -0.19  C1 1.084
6 H -2.81 0.95 0.97  C2 1.089
7 H -3.93 1.11 -0.41  C2 1.091
8 H -2.14 1.36 -0.57  C2 1.090
9 C 2.48 -0.01 -0.26  C10 1.526, C11 1.527, H12 1.091, H13 1.096
10 C 1.11 -0.66 -0.45  C9 1.526, H14 1.095, H15 1.093, H18 1.096
11 C 2.71 0.60 1.13  C9 1.527, H16 1.089, H17 1.096, H19 1.091
12 H 3.26 -0.74 -0.43  C9 1.091
13 H 2.62 0.75 -1.03  C9 1.096
14 H 1.11 -1.38 -1.28  C10 1.095
15 H 0.37 0.10 -0.71  C10 1.093
16 H 3.76 0.56 1.44  C11 1.089
17 H 2.32 1.62 1.22  C11 1.096
18 H 0.79 -1.20 0.44  C10 1.096
19 H 2.18 0.04 1.90  C11 1.091

Here are the Löwdin charges for atoms 1 to 2, given in e: -0.2689, -0.3078


The structures above, arranged from the most stable to the least stable: run Q, run P.